--- a ---
BH24O10 | wB97M-V/def2-TZVPD

**HOMO-LUMO gap**: 10.42 eV
**HOMO**: -0.2829 Ha

The geometry in ORCA input format:
```
! RIJCOSX wB97M-V def2-TZVPD def2/J DEFGRID3
* xyz -1 1
B 0.34 0.26 0.11
H 0.80 0.88 1.03
H -0.84 0.17 0.24
H 0.62 0.92 -0.86
H 0.82 -0.82 0.03
O 3.69 -3.50 -0.14
H 3.18 -2.73 0.11
H 3.53 -4.14 0.57
O 2.80 0.72 2.55
H 3.36 0.93 1.81
H 1.91 0.64 2.15
O -1.33 -0.17 -2.32
H -0.53 -0.51 -2.73
H -1.03 0.35 -1.57
O -0.02 2.93 -2.39
H 0.20 2.22 -1.77
H 0.18 3.73 -1.89
O -3.48 -1.56 -0.01
H -4.16 -0.89 0.11
H -3.08 -1.33 -0.86
O -4.22 1.27 0.21
H -3.42 1.56 0.67
H -4.11 1.60 -0.68
O 0.64 -3.26 -0.64
H 0.04 -3.37 -1.38
H 0.50 -2.34 -0.35
O -1.18 2.73 1.01
H -0.52 2.02 0.95
H -1.01 3.14 1.86
O 3.09 -0.13 -1.36
H 3.65 0.55 -0.97
H 2.19 0.09 -1.06
O -1.24 -0.72 2.61
H -0.89 -0.41 1.77
H -0.48 -0.83 3.18
*
```



--- b ---
BH24O10 | wB97M-V/def2-TZVPD

**HOMO-LUMO gap**: 9.87 eV
**HOMO**: -0.2566 Ha

The geometry in ORCA input format:
```
! RIJCOSX wB97M-V def2-TZVPD def2/J DEFGRID3
* xyz -1 1
B 0.11 1.34 0.52
H -0.15 0.56 -0.42
H 0.35 2.43 -0.02
H -0.87 1.42 1.22
H 1.03 0.91 1.21
O -0.39 -0.99 -3.17
H 0.54 -0.83 -3.34
H -0.74 -0.18 -2.81
O 2.79 0.02 -0.98
H 2.54 -0.08 -1.91
H 2.11 0.55 -0.63
O -0.08 1.16 4.36
H 0.43 1.57 3.68
H 0.43 0.49 4.79
O -2.82 -0.53 0.30
H -2.15 0.18 0.24
H -3.17 -0.68 1.18
O 1.43 -2.40 -1.54
H 1.65 -1.67 -1.01
H 1.65 -3.07 -0.89
O -2.62 2.55 -0.95
H -1.86 2.42 -0.37
H -2.54 1.95 -1.67
O -1.02 -1.25 2.61
H -1.03 -1.68 1.79
H -0.68 -0.39 2.49
O 0.54 2.28 -2.93
H -0.32 2.36 -3.26
H 0.55 2.48 -1.99
O 2.13 -1.95 1.33
H 1.55 -1.18 1.49
H 2.95 -1.65 1.75
O -0.81 -2.34 -0.11
H -1.41 -1.58 -0.19
H -0.10 -2.23 -0.78
*
```



It is b that is most stable; the runner-up trails by 1.3 kcal/mol.



--- a ---
CH4N3O | wB97M-V/def2-TZVPD

**SMILES**: C[N-][N+]([NH-])=O
**HOMO-LUMO gap**: 7.44 eV
**HOMO**: -0.1000 Ha

The geometry in ORCA input format:
```
! RIJCOSX wB97M-V def2-TZVPD def2/J DEFGRID3
* xyz -1 1
C -1.29 -0.27 -0.07
N -0.13 0.55 -0.06
N 1.06 -0.01 -0.01
N 2.05 0.72 -0.04
O 1.21 -1.22 0.05
H -1.24 -0.92 0.82
H -1.40 -1.02 -0.90
H -2.21 0.43 0.07
H 1.94 1.75 0.14
*
```



--- b ---
CH4N3O | wB97M-V/def2-TZVPD

**SMILES**: C[N-][N+]([NH-])=O
**HOMO-LUMO gap (spin up / spin down)**: 7.22 / 7.22 eV
**HOMO (spin up / spin down)**: -0.0891 / -0.0891 Ha

The geometry in ORCA input format:
```
! RIJCOSX wB97M-V def2-TZVPD def2/J DEFGRID3
* xyz -1 1
C 1.34 -0.21 0.07
N 0.24 0.71 0.20
N -1.26 -0.04 0.04
N -2.19 0.80 0.00
O -1.37 -1.26 -0.16
H 1.00 -1.20 0.30
H 2.18 -0.11 0.62
H 1.67 -0.32 -1.02
H -1.61 1.62 -0.04
*
```



It is a that is most stable; the runner-up trails by 19.9 kcal/mol.



--- a ---
C6H10N2 | wB97M-V/def2-TZVPD

**HOMO-LUMO gap**: 7.81 eV
**HOMO**: -0.2625 Ha

The geometry in ORCA input format:
```
! RIJCOSX wB97M-V def2-TZVPD def2/J DEFGRID3
* xyz 0 1
C -2.05 -0.83 -1.77
C 0.51 2.78 -0.73
C 1.14 0.52 -0.10
C -2.01 -2.00 -0.95
C 0.52 -0.10 2.26
C 1.44 -0.32 1.09
N -1.92 0.09 -2.41
N 0.64 1.58 -0.45
H 1.25 3.54 -0.47
H -0.43 3.34 -1.07
H -1.21 -1.79 -0.23
H -1.64 -2.83 -1.57
H -3.03 -2.23 -0.43
H 1.03 0.64 2.90
H 0.53 -0.97 3.07
H -0.51 0.04 1.82
H 1.50 -1.36 0.75
H 2.40 -0.09 1.32
*
```



--- b ---
C6H10N2 | wB97M-V/def2-TZVPD

**HOMO-LUMO gap**: 9.92 eV
**HOMO**: -0.3241 Ha

The geometry in ORCA input format:
```
! RIJCOSX wB97M-V def2-TZVPD def2/J DEFGRID3
* xyz 0 1
C 0.03 0.76 -0.46
C 1.09 0.10 -1.27
C 1.22 -0.12 0.21
C 0.33 -1.10 1.05
C -0.66 -1.70 0.00
C -1.03 -0.17 0.02
H -0.44 2.61 0.50
H -0.76 2.54 -1.13
H 1.83 0.88 -1.60
H 0.88 -0.65 -2.17
H 2.01 0.53 0.70
H 0.70 -1.68 1.94
H -1.45 -2.24 0.49
H -0.35 -2.27 -0.83
H -2.10 -0.02 -0.29
H -0.45 0.61 1.81
N -0.10 2.21 -0.44
N -0.76 -0.28 1.47
*
```



--- c ---
C6H10N2 | wB97M-V/def2-TZVPD

**HOMO-LUMO gap (spin up / spin down)**: 7.26 / 7.27 eV
**HOMO (spin up / spin down)**: -0.2797 / -0.2798 Ha

The geometry in ORCA input format:
```
! RIJCOSX wB97M-V def2-TZVPD def2/J DEFGRID3
* xyz 0 1
C -2.15 1.13 -0.48
C -1.68 -0.29 -0.42
N 0.13 -1.92 -0.11
C -0.47 -0.77 -0.17
H -0.06 -2.48 0.72
H -2.39 -1.02 -0.79
H -1.49 1.83 0.03
H -2.27 1.46 -1.51
H -3.12 1.22 0.01
C 0.92 0.64 0.04
C 2.56 -1.00 -0.39
C 0.79 0.85 1.40
N 2.18 0.19 -0.50
H 0.52 1.41 -0.61
H 1.55 -1.79 -0.27
H 3.52 -1.27 -0.84
H 1.30 0.20 2.09
H 0.13 1.60 1.80
*
```



--- d ---
C6H10N2 | wB97M-V/def2-TZVPD

**HOMO-LUMO gap**: 8.70 eV
**HOMO**: -0.2811 Ha

The geometry in ORCA input format:
```
! RIJCOSX wB97M-V def2-TZVPD def2/J DEFGRID3
* xyz 0 1
C 1.54 -0.80 -0.34
C -0.06 -1.22 -0.23
C 0.24 -0.95 1.30
C -0.13 1.28 0.22
C -1.58 0.48 0.29
C -0.16 0.98 -1.21
H 1.74 -0.66 -1.39
H 2.17 -1.51 0.30
H -0.57 -2.21 -0.39
H 1.07 -1.49 1.79
H -0.31 -0.57 2.17
H 0.01 2.37 0.74
H -2.02 0.34 1.15
H -1.99 1.20 -0.34
H -0.77 1.54 -1.82
H 0.87 0.99 -1.64
N 1.00 0.38 0.68
N -0.90 -0.19 -0.79
*
```



It is b that is most stable; the runner-up trails by 15.9 kcal/mol.



--- a ---
C6H10N2 | wB97M-V/def2-TZVPD

**HOMO-LUMO gap**: 10.09 eV
**HOMO**: -0.3362 Ha

The geometry in ORCA input format:
```
! RIJCOSX wB97M-V def2-TZVPD def2/J DEFGRID3
* xyz 0 1
C 1.86 1.06 -0.03
C 0.88 -0.12 -0.31
C 0.27 -0.78 0.88
C -1.26 -0.39 0.73
C -1.05 1.22 0.57
C -0.43 0.62 -0.82
H 2.48 1.49 -0.90
H 2.71 0.42 0.42
H 1.18 1.67 1.05
H 0.29 -1.73 -0.68
H 0.83 -0.99 1.83
H -1.93 -0.86 1.52
H -0.52 1.79 1.13
H -1.98 1.69 0.09
H -0.39 1.22 -1.74
H -2.28 -0.12 -1.02
N 1.12 -1.49 -0.24
N -1.41 -0.54 -0.88
*
```



--- b ---
C6H10N2 | wB97M-V/def2-TZVPD

**HOMO-LUMO gap**: 9.29 eV
**HOMO**: -0.3057 Ha

The geometry in ORCA input format:
```
! RIJCOSX wB97M-V def2-TZVPD def2/J DEFGRID3
* xyz 0 1
C -1.10 -0.75 0.29
C 0.06 0.02 1.14
C 0.10 1.42 0.56
C -0.19 1.01 -0.74
C -0.02 -0.23 -0.81
C 1.11 -0.77 0.14
H -2.61 -0.37 -1.18
H -3.36 -0.15 0.54
H -1.22 -1.79 0.39
H 0.08 -0.19 2.25
H 0.51 2.50 1.00
H -0.01 1.95 -1.51
H -0.03 -0.74 -1.72
H 1.05 -1.85 0.14
H 3.35 -0.81 0.16
H 2.29 0.73 -0.20
N -2.48 -0.20 -0.16
N 2.52 -0.29 -0.30
*
```



It is a that is most stable; the runner-up trails by 4.9 kcal/mol.



--- a ---
C6H10N2 | wB97M-V/def2-TZVPD

**HOMO-LUMO gap**: 9.81 eV
**HOMO**: -0.3234 Ha

The geometry in ORCA input format:
```
! RIJCOSX wB97M-V def2-TZVPD def2/J DEFGRID3
* xyz 0 1
C -2.04 0.37 0.13
C -0.40 -0.69 -0.49
C -0.44 0.57 0.29
C 0.69 1.30 -0.38
C 1.78 -0.57 0.71
C 1.04 -1.14 -0.43
H -2.31 0.88 -0.84
H -2.74 0.76 0.91
H -1.98 -1.60 0.79
H -0.28 -0.33 -1.50
H -0.23 0.61 1.33
H 1.28 2.29 0.08
H 0.39 1.44 -1.46
H 1.10 -0.16 1.49
H 2.82 -0.96 1.15
H 1.44 -1.93 -1.18
N -1.77 -1.04 -0.17
N 1.65 0.19 -0.44
*
```



--- b ---
C6H10N2 | wB97M-V/def2-TZVPD

**SMILES**: C/C(C#N)=C(\C)CN
**HOMO-LUMO gap**: 9.91 eV
**HOMO**: -0.3422 Ha

The geometry in ORCA input format:
```
! RIJCOSX wB97M-V def2-TZVPD def2/J DEFGRID3
* xyz 0 1
C 0.91 1.20 1.74
C -0.22 0.69 0.88
C -1.51 1.11 1.37
N -2.46 1.44 1.94
C -0.09 -0.17 -0.16
C 1.34 -0.62 -0.50
C -1.27 -0.62 -0.98
N -0.92 -1.38 -2.15
H 1.65 0.37 2.01
H 1.49 1.97 1.17
H 0.48 1.60 2.74
H 1.83 0.19 -0.98
H 1.90 -0.90 0.38
H 1.35 -1.39 -1.24
H -1.80 0.32 -1.15
H -1.96 -1.18 -0.28
H -0.09 -1.94 -1.89
H -0.64 -0.68 -2.91
*
```



It is b that is most stable; the runner-up trails by 97.1 kcal/mol.



--- a ---
C6H10N2 | wB97M-V/def2-TZVPD

**SMILES**: N[C@H]1[C@H]2C=C[C@]1(N)C2
**HOMO-LUMO gap**: 9.46 eV
**HOMO**: -0.3156 Ha

The geometry in ORCA input format:
```
! RIJCOSX wB97M-V def2-TZVPD def2/J DEFGRID3
* xyz 0 1
N -1.85 0.56 0.99
C -1.10 -0.26 0.05
C -0.36 0.58 -1.20
C 0.20 1.63 -0.46
C 0.75 1.10 0.55
C 0.43 -0.38 0.45
N 1.08 -1.53 1.23
C 0.63 -0.62 -1.22
H -2.28 -0.04 1.72
H -0.95 1.14 1.30
H -1.67 -1.09 -0.25
H -0.70 0.71 -2.21
H 0.41 2.59 -0.86
H 1.37 1.53 1.22
H 2.22 -1.50 0.65
H 0.51 -2.44 1.13
H -0.32 -1.39 -1.30
H 1.63 -0.59 -1.79
*
```



--- b ---
C6H10N2 | wB97M-V/def2-TZVPD

**SMILES**: [H]/N=C(C)/C(/C=C\C)=N/[H]
**HOMO-LUMO gap**: 9.95 eV
**HOMO**: -0.3420 Ha

The geometry in ORCA input format:
```
! RIJCOSX wB97M-V def2-TZVPD def2/J DEFGRID3
* xyz 0 1
H -0.22 -2.35 -1.20
N -0.07 -1.75 -0.39
C -0.84 -0.76 -0.32
C -1.92 -0.38 -1.28
C -0.71 0.11 0.88
C 0.60 0.23 1.53
C 1.76 0.45 0.93
C 2.00 0.64 -0.53
N -1.78 0.65 1.31
H -1.67 1.20 2.16
H -2.84 -0.22 -0.72
H -1.67 0.56 -1.78
H -2.07 -1.15 -2.04
H 0.56 0.18 2.61
H 2.65 0.52 1.54
H 2.52 -0.23 -0.93
H 1.07 0.78 -1.08
H 2.63 1.51 -0.69
*
```



It is b that is most stable; the runner-up trails by 121.6 kcal/mol.



--- a ---
C6H10N2 | wB97M-V/def2-TZVPD

**SMILES**: C[C@@H]1[C@H]2C=NNC[C@@H]12
**HOMO-LUMO gap**: 9.30 eV
**HOMO**: -0.3032 Ha

The geometry in ORCA input format:
```
! RIJCOSX wB97M-V def2-TZVPD def2/J DEFGRID3
* xyz 0 1
C -1.19 -1.72 1.33
C -0.83 -0.62 0.35
C 0.39 -0.82 -0.56
C 0.16 -0.04 -1.88
N 0.24 1.24 -1.96
N 0.37 2.20 -1.03
C 0.81 1.54 0.36
C 0.42 0.14 0.70
H -2.19 -2.21 0.86
H -1.33 -1.47 2.45
H -0.18 -2.31 1.22
H -1.78 -0.20 -0.10
H 1.10 -1.70 -0.77
H -0.21 -0.78 -2.81
H 0.82 2.98 -1.40
H 0.44 2.34 1.13
H 1.98 1.55 0.42
H 0.96 -0.13 1.68
*
```



--- b ---
C6H10N2 | wB97M-V/def2-TZVPD

**HOMO-LUMO gap (spin up / spin down)**: 8.00 / 7.80 eV
**HOMO (spin up / spin down)**: -0.2696 / -0.2768 Ha

The geometry in ORCA input format:
```
! RIJCOSX wB97M-V def2-TZVPD def2/J DEFGRID3
* xyz 0 1
C 0.75 0.41 1.94
C 0.70 -0.33 -2.68
C 0.87 0.09 -1.42
C 1.26 -0.71 0.96
C 0.52 -0.68 -0.31
C -2.36 0.71 0.46
N -0.31 1.01 1.71
N -0.95 1.08 0.59
H 1.25 0.57 2.96
H 1.31 0.09 -3.48
H -0.02 -1.13 -2.79
H 1.59 0.85 -1.25
H 2.26 -0.40 0.91
H 1.07 -1.66 1.65
H -0.03 -1.55 -0.57
H -2.56 0.29 -0.60
H -2.42 -0.27 1.09
H -2.91 1.63 0.83
*
```



--- c ---
C6H10N2 | wB97M-V/def2-TZVPD

**HOMO-LUMO gap (spin up / spin down)**: 7.69 / 7.19 eV
**HOMO (spin up / spin down)**: -0.2520 / -0.2423 Ha

The geometry in ORCA input format:
```
! RIJCOSX wB97M-V def2-TZVPD def2/J DEFGRID3
* xyz 0 1
C 0.20 -0.25 0.32
C 0.40 -1.33 -0.71
C 0.05 1.05 0.02
C 2.46 0.48 0.49
C -2.10 0.00 0.25
C -2.82 -0.58 -0.69
N -0.10 2.21 -0.24
N 3.01 0.86 1.55
H 0.18 -0.51 1.37
H 0.71 2.82 -0.30
H 2.35 1.10 2.30
H 3.11 0.19 -0.35
H -2.52 0.46 1.14
H 1.37 -1.80 -0.57
H 0.34 -0.93 -1.72
H -0.37 -2.09 -0.59
H -2.37 -1.02 -1.58
H -3.91 -0.65 -0.65
*
```



--- d ---
C6H10N2 | wB97M-V/def2-TZVPD

**SMILES**: c1ccncc1.CN
**HOMO-LUMO gap**: 9.86 eV
**HOMO**: -0.3301 Ha

The geometry in ORCA input format:
```
! RIJCOSX wB97M-V def2-TZVPD def2/J DEFGRID3
* xyz 0 1
C 0.38 -0.50 -1.16
C 0.99 0.14 -0.04
C 1.36 -0.53 1.07
N 0.89 -1.84 1.22
C 0.32 -2.48 0.21
C 0.04 -1.83 -1.01
H 0.00 -0.05 -2.07
H 1.20 1.16 -0.22
H 1.44 -0.16 2.19
H -0.16 -3.47 0.55
H -0.34 -2.27 -1.85
C -0.93 1.12 0.38
N -0.83 2.39 -0.39
H -0.94 0.25 -0.31
H -0.15 0.94 1.19
H -2.04 1.08 0.62
H -1.36 3.21 0.23
H 0.12 2.85 -0.61
*
```



It is a that is most stable; the runner-up trails by 2.1 kcal/mol.



--- a ---
C6H10N2 | wB97M-V/def2-TZVPD

**SMILES**: C1[C@@H]2CN2C[C@@H]2N[C@@H]12
**HOMO-LUMO gap**: 9.51 eV
**HOMO**: -0.3122 Ha

The geometry in ORCA input format:
```
! RIJCOSX wB97M-V def2-TZVPD def2/J DEFGRID3
* xyz 0 1
C 1.59 -0.22 0.28
C 0.57 0.98 0.52
C -0.30 1.80 1.66
N -0.81 0.49 0.91
C -1.69 -0.18 -0.20
C -0.38 -0.35 -0.92
N 0.30 -1.42 -1.83
C 0.67 -1.26 -0.39
H 2.21 -0.72 0.99
H 2.32 0.27 -0.39
H 0.81 1.92 -0.20
H -0.21 1.49 2.76
H -0.88 2.64 1.54
H -2.07 -1.16 0.20
H -2.62 0.34 -0.40
H 0.16 0.56 -1.19
H 0.73 -1.00 -2.59
H 0.36 -2.34 -0.01
*
```



--- b ---
C6H10N2 | wB97M-V/def2-TZVPD

**SMILES**: C=C/C(C)=N\N1CC1
**HOMO-LUMO gap**: 8.74 eV
**HOMO**: -0.3129 Ha

The geometry in ORCA input format:
```
! RIJCOSX wB97M-V def2-TZVPD def2/J DEFGRID3
* xyz 0 1
C -0.08 1.89 -0.27
C -1.22 0.96 -0.07
C -1.13 -0.43 0.11
C -2.55 -1.02 -0.03
N 0.02 -1.04 -0.15
N 1.17 -0.27 -0.44
C 2.31 -1.12 -0.26
C 2.10 0.31 0.50
H 1.09 1.75 -0.60
H -0.58 2.77 -0.34
H -2.13 1.77 0.15
H -3.12 -1.35 1.01
H -3.33 -0.52 -0.48
H -2.48 -2.03 -0.45
H 3.12 -0.97 -1.20
H 2.35 -2.03 0.37
H 1.83 0.07 1.57
H 2.61 1.24 0.58
*
```



--- c ---
C6H10N2 | wB97M-V/def2-TZVPD

**HOMO-LUMO gap**: 9.09 eV
**HOMO**: -0.3264 Ha

The geometry in ORCA input format:
```
! RIJCOSX wB97M-V def2-TZVPD def2/J DEFGRID3
* xyz 0 1
C 1.91 0.09 1.73
C 2.03 0.62 -0.69
C 2.90 -0.15 -1.32
N 1.59 -1.02 1.97
H 0.94 -1.75 1.63
H 2.20 0.99 0.63
H 1.13 0.97 -1.19
H 3.91 -0.39 -0.97
H 2.77 -0.56 -2.32
C -1.37 -0.49 -0.12
C -2.46 0.34 0.37
C -3.01 1.31 -0.36
N -0.93 -1.55 0.42
H -1.49 -1.89 1.20
H -0.91 -0.19 -1.06
H -2.79 0.17 1.39
H -2.56 1.62 -1.30
H -3.86 1.88 -0.03
*
```



It is c that is most stable; the runner-up trails by 43.2 kcal/mol.



--- a ---
C6H10N2 | wB97M-V/def2-TZVPD

**SMILES**: C=C[C@H]1CC=NN1C
**HOMO-LUMO gap**: 8.76 eV
**HOMO**: -0.2815 Ha

The geometry in ORCA input format:
```
! RIJCOSX wB97M-V def2-TZVPD def2/J DEFGRID3
* xyz 0 1
C 2.40 0.08 -0.41
C 1.23 0.56 -0.74
C 0.04 0.43 0.21
C -0.94 1.63 0.22
C -2.23 1.04 -0.15
N -2.18 -0.21 -0.35
N -0.98 -0.66 -0.29
C -0.85 -2.06 0.05
H 3.24 0.22 -1.08
H 2.45 -0.16 0.68
H 1.01 0.99 -1.70
H 0.42 0.20 1.26
H -0.59 2.25 -0.60
H -0.92 2.14 1.28
H -3.01 1.65 -0.38
H -1.49 -2.18 0.98
H -1.29 -2.78 -0.61
H 0.16 -2.34 0.15
*
```



--- b ---
C6H10N2 | wB97M-V/def2-TZVPD

**SMILES**: C=NN1[C@@H]2CCC[C@@H]21
**HOMO-LUMO gap**: 9.82 eV
**HOMO**: -0.3180 Ha

The geometry in ORCA input format:
```
! RIJCOSX wB97M-V def2-TZVPD def2/J DEFGRID3
* xyz 0 1
C -2.55 -0.42 -0.15
N -1.26 -0.54 -0.05
N -0.73 0.78 0.28
C 0.46 1.27 -0.44
C 1.02 0.14 -1.24
C 1.36 -1.08 -0.37
C 1.09 -0.65 1.09
C 0.57 0.79 1.00
H -3.11 0.53 -0.10
H -3.17 -1.31 -0.28
H 0.41 2.27 -0.76
H 0.28 -0.12 -1.97
H 1.97 0.42 -1.74
H 0.71 -1.94 -0.46
H 2.38 -1.30 -0.59
H 1.97 -0.71 1.75
H 0.29 -1.31 1.42
H 0.56 1.52 1.81
*
```



--- c ---
C6H10N2 | wB97M-V/def2-TZVPD

**SMILES**: C1CN2C[C@H]3N[C@@H]3[C@@H]12
**HOMO-LUMO gap**: 9.37 eV
**HOMO**: -0.3046 Ha

The geometry in ORCA input format:
```
! RIJCOSX wB97M-V def2-TZVPD def2/J DEFGRID3
* xyz 0 1
C -1.61 1.00 -0.12
C -1.59 -0.66 -0.33
N -0.47 -0.77 0.60
C 0.73 -1.48 -0.04
C 1.64 -0.23 0.36
N 2.25 0.93 -0.34
C 0.78 0.84 -0.18
C -0.27 0.78 0.67
H -2.64 1.48 0.22
H -1.31 1.55 -1.08
H -2.45 -1.06 0.03
H -1.08 -1.25 -1.30
H 0.44 -1.58 -1.20
H 0.82 -2.49 0.36
H 1.70 -0.32 1.39
H 2.72 1.48 0.43
H 0.59 0.63 -1.24
H -0.25 1.16 1.75
*
```



--- d ---
C6H10N2 | wB97M-V/def2-TZVPD

**SMILES**: N=C=CN1CC1.C=C
**HOMO-LUMO gap**: 8.67 eV
**HOMO**: -0.2835 Ha

The geometry in ORCA input format:
```
! RIJCOSX wB97M-V def2-TZVPD def2/J DEFGRID3
* xyz 0 1
N -3.32 -1.62 0.54
C -2.28 -1.18 0.08
C -1.32 -0.54 -0.59
N -1.00 0.79 -0.22
C -1.94 1.73 0.43
C -1.14 2.03 -0.76
H -3.45 -1.87 1.58
H -0.45 -1.10 -1.14
H -1.74 2.23 1.40
H -3.08 1.56 0.27
H -1.78 2.19 -1.67
H -0.29 2.74 -0.88
C 3.22 -1.71 0.12
C 2.17 -1.10 0.59
H 4.32 -1.58 0.07
H 2.92 -2.59 -0.43
H 1.21 -1.68 0.58
H 2.04 -0.15 1.05
*
```



It is a that is most stable; the runner-up trails by 1.7 kcal/mol.